Entry 1:
ORCA calculation (the ωB97M-V functional and the def2-TZVPD basis) on a gas-phase ion, C5H10NOS (charge -1) at a distorted geometry.

Results
**Kohn-Sham gap**: 6.32 eV
**HOMO energy**: -2.65 eV
**LUMO level**: 3.7 eV
**SMILES**: CCNC(=O)CC[S-]
**Charge**: -1

CARTESIAN COORDINATES (ANGSTROEM)
C  -1.47855  -1.57818  -0.87520
C  -1.48215  -0.43544  0.17549
N  -0.40916  -0.37416  1.14012
C  0.56040  0.50417  1.42714
O  0.95025  0.48719  2.62175
C  1.11595  1.48355  0.44067
C  1.66601  0.74816  -0.77873
S  0.76678  1.24496  -2.29152
H  -1.74631  -1.38510  -1.89841
H  -0.34687  -1.70280  -0.98377
H  -1.89259  -2.56030  -0.54069
H  -2.35481  -0.64806  0.81210
H  -1.63298  0.47818  -0.40266
H  -0.50627  -1.19941  1.79997
H  0.50668  2.29872  0.06950
H  1.97036  2.13169  0.81225
H  1.57070  -0.40913  -0.60924
H  2.74257  0.91597  -0.91878

natural (NBO) atomic charge list, values in e, 6 entries: number 1, C, carries -0.647; number 2, C, carries -0.225; number 3, N, carries -0.616; number 4, C, carries 0.684; number 5, O, carries -0.680; number 6, C, carries -0.551


Entry 2:
ORCA calculation (the ωB97M-V functional and the def2-TZVPD basis) on a gas-phase ion, C5H10NOS (charge +1) at a distorted geometry.

Results
**Kohn-Sham gap**: 9.13 eV
**HOMO energy**: -13.20 eV
**LUMO level**: -4.1 eV
**SMILES**: CC(CSO)=[N+]1CC1
**Charge**: +1

CARTESIAN COORDINATES (ANGSTROEM)
C  -1.55711  0.54972  -0.50986
C  -0.11235  0.34465  -0.27826
C  0.71205  1.37000  0.38305
S  0.46027  0.94829  2.18179
O  -1.00094  1.63627  2.41270
N  0.41780  -0.77474  -0.60564
C  1.54267  -1.63101  -0.55796
C  0.21278  -2.09674  -1.06282
H  -1.71511  0.96829  -1.50733
H  -1.97039  1.25128  0.21334
H  -2.09867  -0.39450  -0.45806
H  1.77664  1.27093  0.18717
H  0.36767  2.38550  0.20393
H  -0.94634  2.52567  2.78940
H  1.87217  -1.93405  0.43035
H  2.34811  -1.43796  -1.25354
H  0.07609  -2.22933  -2.12665
H  -0.38533  -2.75226  -0.44162

natural (NBO) atomic charge list, values in e, 6 entries: number 1, C, carries -0.696; number 2, C, carries 0.481; number 3, C, carries -0.626; number 4, S, carries 0.596; number 5, O, carries -0.849; number 6, N, carries -0.295


Entry 3:
ORCA calculation (the ωB97M-V functional and the def2-TZVPD basis) on a molecular structure, C5H10NP at a distorted geometry.

Results
**Kohn-Sham gap**: 8.67 eV
**HOMO energy**: -8.48 eV
**LUMO level**: 0.2 eV
**Charge**: 0

CARTESIAN COORDINATES (ANGSTROEM)
C  2.01158  1.27647  -1.29404
C  -1.89710  -0.70489  -0.17782
C  -2.49542  -1.88429  -0.90109
C  1.65604  0.70166  1.66658
C  0.39256  0.84901  0.82781
N  0.89692  1.61700  -0.85929
P  -0.24167  -0.80191  0.19832
H  2.41664  1.72276  -2.22257
H  2.57328  0.47776  -0.78213
H  -2.71168  -0.07480  0.16217
H  -1.94400  -2.91392  -0.87798
H  -3.60822  -2.21910  -0.66116
H  -2.47736  -1.55449  -1.98986
H  1.54205  0.84676  2.88108
H  2.34780  1.56485  1.48956
H  2.07761  -0.31591  1.46589
H  -0.53906  1.41303  1.07453

natural (NBO) atomic charge list, values in e, 6 entries: number 1, C, carries -0.125; number 2, C, carries -0.589; number 3, C, carries -0.671; number 4, C, carries -0.685; number 5, C, carries -0.366; number 6, N, carries -0.371


Entry 4:
ORCA calculation (the ωB97M-V functional and the def2-TZVPD basis) on C5H10NP in the gas phase at a distorted geometry.

Results
**Kohn-Sham gap (alpha / beta)**: 8.10 / 7.68 eV
**HOMO energy (alpha / beta)**: -6.95 / -8.80 eV
**LUMO level (alpha / beta)**: 1.2 / -1.1 eV
**Charge**: 0
**2S+1**: 3

CARTESIAN COORDINATES (ANGSTROEM)
C  0.13027  -1.94067  -0.78601
C  -0.57156  -2.11829  0.39024
C  0.26926  -0.66647  -1.43445
C  -0.90363  -0.90413  1.29643
C  0.41150  2.53650  -0.39246
N  -0.52107  0.33545  0.69564
P  0.29307  1.54887  1.20191
H  0.54771  -2.79963  -1.23685
H  -1.02574  -2.99059  0.76777
H  1.22579  -0.48640  -1.84953
H  -0.53673  0.10006  -1.71995
H  -1.96142  -0.75072  1.64636
H  -0.26407  -1.20769  2.11391
H  -0.46267  3.24189  -0.41358
H  0.34790  1.72608  -1.17709
H  1.32441  3.07868  -0.47306
H  1.69698  1.29706  1.37074

natural (NBO) atomic charge list, values in e, 6 entries: number 1, C, carries -0.299; number 2, C, carries -0.148; number 3, C, carries -0.318; number 4, C, carries -0.281; number 5, C, carries -0.922; number 6, N, carries -0.844


Entry 5:
ORCA calculation (the ωB97M-V functional and the def2-TZVPD basis) on a gas-phase ion, C5H10NS4 (charge +1) at a distorted geometry.

Results
**Kohn-Sham gap**: 8.47 eV
**HOMO energy**: -11.94 eV
**LUMO level**: -3.5 eV
**SMILES**: CC1=C(S)[C@@H]([C@H]([NH3+])S)SS1
**Charge**: +1

CARTESIAN COORDINATES (ANGSTROEM)
C  -1.86777  2.32728  -0.09395
C  -0.56708  1.59762  -0.35510
C  0.21466  0.94840  0.50393
S  -0.25538  1.25277  2.22980
C  1.27234  0.05410  0.04834
C  0.97975  -1.58845  0.25452
N  0.30728  -2.20629  -0.94627
S  -0.10014  -2.05266  1.64541
S  1.51196  0.37452  -1.78284
S  -0.09178  1.61293  -2.07734
H  -2.74794  1.72649  -0.53881
H  -2.03168  3.23309  -0.61013
H  -2.08264  2.52111  0.94173
H  0.38238  2.41669  2.36927
H  2.22165  0.20459  0.38885
H  1.97973  -2.12838  0.15185
H  0.80614  -3.04565  -1.14399
H  -0.66491  -2.38756  -0.88439
H  0.42733  -1.53086  -1.73888
H  0.30611  -3.32974  1.63800

natural (NBO) atomic charge list, values in e, 6 entries: number 1, C, carries -0.680; number 2, C, carries -0.059; number 3, C, carries -0.284; number 4, S, carries 0.024; number 5, C, carries -0.298; number 6, C, carries -0.203


Entry 6:
ORCA calculation (the ωB97M-V functional and the def2-TZVPD basis) on C5H10O in the gas phase.

Results
**Kohn-Sham gap**: 8.82 eV
**HOMO energy**: -7.97 eV
**LUMO level**: 0.9 eV
**SMILES**: CC/C=C(\C)O
**Charge**: 0

CARTESIAN COORDINATES (ANGSTROEM)
C  0.53638  1.94761  -0.39470
C  -0.59398  0.98147  -0.70859
C  -0.42566  -0.48933  -1.02882
C  -0.26674  -1.25880  0.04251
C  0.79025  -1.10718  1.08941
O  -1.13053  -2.29074  0.21827
H  0.12238  2.95069  -0.53371
H  0.96110  1.91996  0.61771
H  1.34035  1.79252  -1.11586
H  -1.38619  1.05714  0.06041
H  -1.04577  1.32203  -1.62864
H  -1.14984  -0.86589  -1.75449
H  1.47696  -1.95342  0.95124
H  0.37620  -1.15844  2.10082
H  1.38468  -0.19664  0.98809
H  -0.98960  -2.65096  1.09636

natural (NBO) atomic charge list, values in e, 6 entries: number 1, C, carries -0.609; number 2, C, carries -0.412; number 3, C, carries -0.359; number 4, C, carries 0.381; number 5, C, carries -0.693; number 6, O, carries -0.669


Entry 7:
ORCA calculation (the ωB97M-V functional and the def2-TZVPD basis) on C5H10O in the gas phase at a distorted geometry.

Results
**Kohn-Sham gap**: 10.10 eV
**HOMO energy**: -9.06 eV
**LUMO level**: 1.0 eV
**SMILES**: COC1(C)CC1
**Charge**: 0

CARTESIAN COORDINATES (ANGSTROEM)
C  -0.80911  -0.42163  1.82656
O  0.31362  -0.48576  1.03804
C  0.19164  -0.09403  -0.24183
C  -0.14584  -1.20692  -1.16210
C  -0.07873  1.32647  -0.55001
C  1.35495  0.93086  -0.47948
H  -0.27428  -0.34247  2.79927
H  -1.45308  0.48166  1.73046
H  -1.26576  -1.40726  1.77025
H  0.13098  -0.93325  -2.18042
H  0.34222  -2.16885  -0.95576
H  -1.22743  -1.38979  -1.18115
H  -0.50458  1.53218  -1.52209
H  -0.42327  2.00930  0.21771
H  1.95760  1.42366  0.28748
H  1.89108  0.74583  -1.39694

natural (NBO) atomic charge list, values in e, 6 entries: number 1, C, carries -0.264; number 2, O, carries -0.521; number 3, C, carries 0.248; number 4, C, carries -0.632; number 5, C, carries -0.451; number 6, C, carries -0.425


Entry 8:
ORCA calculation (the ωB97M-V functional and the def2-TZVPD basis) on C5H10O in the gas phase.

Results
**Kohn-Sham gap**: 9.20 eV
**HOMO energy**: -8.33 eV
**LUMO level**: 0.9 eV
**Charge**: 0

CARTESIAN COORDINATES (ANGSTROEM)
C  -0.74985  -1.73761  0.49553
C  -0.56426  -0.76465  -0.66464
C  0.30139  0.44179  -0.33349
C  -0.13680  1.32966  0.81163
C  1.86972  0.86878  -1.27062
O  0.52643  1.18968  -1.52046
H  -1.26960  -1.27248  1.34006
H  0.21416  -2.11350  0.85809
H  -1.34236  -2.60158  0.17996
H  -1.53242  -0.37594  -1.00427
H  -0.10367  -1.26378  -1.52294
H  -1.17330  1.64272  0.64441
H  -0.08146  0.81356  1.77484
H  0.48909  2.22431  0.85771
H  1.34516  -0.03210  -0.11190
H  2.20777  1.65113  -0.53391

natural (NBO) atomic charge list, values in e, 6 entries: number 1, C, carries -0.614; number 2, C, carries -0.408; number 3, C, carries 0.107; number 4, C, carries -0.634; number 5, C, carries 0.037; number 6, O, carries -0.555


Entry 9:
ORCA calculation (the ωB97M-V functional and the def2-TZVPD basis) on a molecular structure, C5H10O.

Results
**Kohn-Sham gap (alpha / beta)**: 7.31 / 7.98 eV
**HOMO energy (alpha / beta)**: -6.90 / -7.31 eV
**LUMO level (alpha / beta)**: 0.4 / 0.7 eV
**Charge**: 0

CARTESIAN COORDINATES (ANGSTROEM)
O  2.70789  0.03898  0.12237
C  1.41685  -0.11511  0.50160
C  0.36254  0.07852  -0.40595
C  -0.89761  -0.75371  -0.11192
C  -1.91874  0.35581  -0.41463
C  -0.72013  1.26248  -0.23485
H  3.26672  0.05230  0.90875
H  0.88865  -2.14173  0.11226
H  1.22038  -0.19196  1.57050
H  0.70613  0.03758  -1.44353
H  -0.93408  -1.01151  0.95743
H  0.13264  -2.16889  -0.20116
H  -2.34840  0.34638  -1.42007
H  -2.71157  0.47853  0.32611
H  -0.64877  1.72972  0.74748
H  -0.52249  2.00261  -1.01440

natural (NBO) atomic charge list, values in e, 6 entries: number 1, O, carries -0.665; number 2, C, carries 0.166; number 3, C, carries -0.383; number 4, C, carries -0.201; number 5, C, carries -0.465; number 6, C, carries -0.342


Entry 10:
ORCA calculation (the ωB97M-V functional and the def2-TZVPD basis) on 2 unconnected molecules or ions with the total composition C5H10O.

Results
**Kohn-Sham gap**: 10.56 eV
**HOMO energy**: -9.63 eV
**LUMO level**: 0.9 eV
**SMILES**: O=C1CCC1.C
**Charge**: 0

CARTESIAN COORDINATES (ANGSTROEM)
O  -0.24402  -0.62684  1.69946
C  -0.61093  -0.02167  0.72689
C  -0.27360  -0.10634  -0.76173
C  -1.79763  0.11329  -0.95856
C  -1.87187  0.77464  0.44493
H  0.21420  -1.00993  -1.13420
H  0.29097  0.77470  -1.09129
H  -2.32993  -0.84218  -0.95484
H  -2.10853  0.70855  -1.81727
H  -2.71717  0.58669  1.10859
H  -1.66228  1.84859  0.38668
C  2.62231  -0.44230  0.46589
H  2.91049  -0.92070  -0.47368
H  3.40979  -0.57492  1.20933
H  2.46101  0.62726  0.29715
H  1.70719  -0.88884  0.85264

natural (NBO) atomic charge list, values in e, 6 entries: number 1, O, carries -0.525; number 2, C, carries 0.611; number 3, C, carries -0.520; number 4, C, carries -0.394; number 5, C, carries -0.513; number 6, H, carries 0.233


Entry 11:
ORCA calculation (the ωB97M-V functional and the def2-TZVPD basis) on 2 unconnected molecules or ions with the total composition C5H10O.

Results
**Kohn-Sham gap**: 9.51 eV
**HOMO energy**: -8.65 eV
**LUMO level**: 0.9 eV
**Charge**: 0

CARTESIAN COORDINATES (ANGSTROEM)
O  -1.58103  1.89057  -0.89329
C  -2.27081  2.08159  0.19923
C  0.86657  0.57475  1.05129
C  0.12166  -0.54167  0.35235
C  0.88733  -1.70452  -0.19775
C  0.25335  -0.72609  -1.14779
H  -1.15253  1.01174  -0.98207
H  -2.20550  1.11437  0.77141
H  0.34419  1.52930  0.96982
H  0.99325  0.34878  2.11489
H  1.86334  0.70207  0.61563
H  -0.85114  -0.78441  0.77956
H  1.96973  -1.67809  -0.10035
H  0.45319  -2.69727  -0.12468
H  0.91161  -0.04780  -1.68656
H  -0.60321  -1.07333  -1.72169

natural (NBO) atomic charge list, values in e, 6 entries: number 1, O, carries -0.649; number 2, C, carries 0.119; number 3, C, carries -0.610; number 4, C, carries -0.245; number 5, C, carries -0.406; number 6, C, carries -0.472


Entry 12:
ORCA calculation (the ωB97M-V functional and the def2-TZVPD basis) on C5H10O in the gas phase at a distorted geometry.

Results
**Kohn-Sham gap**: 10.59 eV
**HOMO energy**: -9.66 eV
**LUMO level**: 0.9 eV
**SMILES**: CC[C@@H](C)C=O
**Charge**: 0

CARTESIAN COORDINATES (ANGSTROEM)
C  2.16768  -0.33233  -0.38879
C  0.77844  -0.46742  0.24074
C  -0.51811  0.05021  -0.42698
C  -1.68868  -0.41532  0.62852
C  -0.77281  1.53822  -0.47009
O  -1.41170  2.06242  0.41240
H  2.47538  0.70839  -0.52406
H  2.89836  -0.80192  0.28607
H  2.25480  -0.84475  -1.35516
H  0.58530  -1.53908  0.37794
H  0.77699  -0.01631  1.23436
H  -0.43396  -0.27613  -1.50582
H  -1.74564  0.16698  1.57983
H  -2.71206  -0.33363  0.24036
H  -1.46574  -1.42997  0.94243
H  -0.49159  2.15934  -1.34351

natural (NBO) atomic charge list, values in e, 6 entries: number 1, C, carries -0.612; number 2, C, carries -0.381; number 3, C, carries -0.330; number 4, C, carries -0.603; number 5, C, carries 0.426; number 6, O, carries -0.529


Entry 13:
ORCA calculation (the ωB97M-V functional and the def2-TZVPD basis) on 2 unconnected molecules or ions with the total composition C5H10O.

Results
**Kohn-Sham gap**: 9.75 eV
**HOMO energy**: -8.81 eV
**LUMO level**: 0.9 eV
**Charge**: 0

CARTESIAN COORDINATES (ANGSTROEM)
C  2.46155  -0.76192  -0.10228
O  1.26383  -0.06394  -0.38017
C  0.64623  0.45937  0.74070
C  -0.42059  1.37888  0.69331
C  -2.59645  -0.21857  0.06836
C  -1.93701  -0.39236  -1.07531
H  2.30335  -1.55032  0.64803
H  2.78894  -1.21921  -1.03799
H  3.24542  -0.08162  0.25930
H  0.77504  -0.17123  1.63081
H  1.04500  1.52413  1.09611
H  -0.42318  1.79889  -0.32902
H  -3.40801  0.49916  0.16160
H  -2.35987  -0.79584  0.95832
H  -1.11389  -1.09732  -1.16686
H  -2.18087  0.18628  -1.96334

natural (NBO) atomic charge list, values in e, 6 entries: number 1, C, carries -0.254; number 2, O, carries -0.533; number 3, C, carries -0.142; number 4, C, carries -0.255; number 5, C, carries -0.374; number 6, C, carries -0.395


Entry 14:
ORCA calculation (the ωB97M-V functional and the def2-TZVPD basis) on C5H10O in the gas phase at a distorted geometry.

Results
**Kohn-Sham gap**: 10.42 eV
**HOMO energy**: -9.51 eV
**LUMO level**: 0.9 eV
**SMILES**: CCCC(C)=O
**Charge**: 0

CARTESIAN COORDINATES (ANGSTROEM)
C  -0.14994  -0.80905  -1.76526
C  0.34779  -1.22998  -0.35855
C  -0.46886  -0.67600  0.83916
C  -0.65912  0.85295  0.73353
C  0.55785  1.78629  1.01170
O  -1.75011  1.38261  0.47395
H  -1.23540  -1.09859  -1.84586
H  -0.08935  0.30390  -1.88596
H  0.42896  -1.29498  -2.52093
H  0.38783  -2.29090  -0.24538
H  1.41300  -0.92587  -0.23145
H  -1.51741  -1.10145  0.83849
H  0.13058  -0.84731  1.78977
H  1.02887  1.59774  2.06312
H  1.36350  1.51353  0.21597
H  0.21182  2.83713  0.88772

natural (NBO) atomic charge list, values in e, 6 entries: number 1, C, carries -0.614; number 2, C, carries -0.388; number 3, C, carries -0.507; number 4, C, carries 0.597; number 5, C, carries -0.733; number 6, O, carries -0.555


Entry 15:
ORCA calculation (the ωB97M-V functional and the def2-TZVPD basis) on C5H10O in the gas phase at a distorted geometry.

Results
**Kohn-Sham gap**: 10.63 eV
**HOMO energy**: -9.48 eV
**LUMO level**: 1.1 eV
**SMILES**: C[C@H]1CCOC1
**Charge**: 0

CARTESIAN COORDINATES (ANGSTROEM)
C  -0.68309  1.42273  0.99721
C  -0.58957  0.01724  0.39454
C  -0.41466  0.02808  -1.14591
C  0.60689  -1.07802  -1.30270
O  1.56994  -0.88396  -0.30697
C  0.83414  -0.64454  0.87366
H  -1.50515  2.04225  0.61519
H  -0.78977  1.36388  2.08582
H  0.24628  1.95056  0.76366
H  -1.52156  -0.52368  0.63896
H  -1.32226  -0.21763  -1.71267
H  -0.02216  0.97657  -1.53121
H  1.15697  -1.07035  -2.24772
H  0.05246  -1.99183  -1.02806
H  1.01559  -1.53813  1.51685
H  1.36596  0.14685  1.38936

natural (NBO) atomic charge list, values in e, 6 entries: number 1, C, carries -0.606; number 2, C, carries -0.239; number 3, C, carries -0.432; number 4, C, carries -0.065; number 5, O, carries -0.534; number 6, C, carries -0.091